{
  "formula": "C31H88N6O13",
  "method": "wB97M-V/def2-TZVPD",
  "charge": 0,
  "relative_energy_kj_mol": 0.00,
  "e_tot_ev": -69125.8673,
  "gap_ha": 0.3539,
  "fmax_ev_per_a": 2.8,
  "lumo_energy_ha": 0.019,
  "smiles": "COC[C@H](C)N.COC[C@H](C)N.COC[C@H](C)N.COC[C@H](C)N.COC[C@H](C)N.COC[C@H](C)N.OCCO.OCCO.OCCO.CO",
  "symbols": ["C", "O", "C", "C", "C", "N", "H", "H", "H", "H", "H", "H", "H", "H", "H", "H", "H", "C", "O", "C", "C", "C", "N", "H", "H", "H", "H", "H", "H", "H", "H", "H", "H", "H", "C", "O", "C", "C", "C", "N", "H", "H", "H", "H", "H", "H", "H", "H", "H", "H", "H", "C", "O", "C", "C", "C", "N", "H", "H", "H", "H", "H", "H", "H", "H", "H", "H", "H", "C", "O", "C", "C", "C", "N", "H", "H", "H", "H", "H", "H", "H", "H", "H", "H", "H", "C", "O", "C", "C", "C", "N", "H", "H", "H", "H", "H", "H", "H", "H", "H", "H", "H", "O", "C", "C", "O", "H", "H", "H", "H", "H", "H", "O", "C", "C", "O", "H", "H", "H", "H", "H", "H", "O", "C", "C", "O", "H", "H", "H", "H", "H", "H", "C", "O", "H", "H", "H", "H"],
  "xyz": [[-8.690, -1.147, 0.862], [-9.135, -0.050, 1.643], [-10.525, -0.038, 1.880], [-11.385, 0.623, 0.838], [-10.959, 2.085, 0.589], [-12.809, 0.771, 1.291], [-7.619, -1.101, 0.682], [-9.200, -1.014, -0.102], [-8.949, -2.122, 1.287], [-10.933, -1.003, 2.225], [-10.579, 0.464, 2.858], [-11.423, 0.140, -0.139], [-11.056, 2.714, 1.477], [-11.462, 2.481, -0.288], [-9.868, 2.127, 0.458], [-13.190, -0.158, 1.073], [-12.791, 0.691, 2.306], [-15.513, -1.893, -1.385], [-14.939, -2.166, -0.111], [-15.889, -2.382, 0.923], [-15.507, -3.651, 1.691], [-16.375, -3.861, 2.910], [-14.138, -3.521, 2.184], [-14.735, -1.881, -2.140], [-16.021, -0.928, -1.291], [-16.295, -2.625, -1.606], [-15.892, -1.497, 1.573], [-16.888, -2.477, 0.483], [-15.729, -4.436, 0.963], [-17.429, -4.077, 2.727], [-16.313, -3.006, 3.589], [-15.986, -4.728, 3.446], [-13.516, -3.096, 1.498], [-14.177, -2.762, 2.869], [-12.432, 3.859, 4.870], [-11.512, 3.457, 3.869], [-10.177, 3.964, 4.046], [-9.239, 2.783, 4.326], [-9.729, 1.820, 5.430], [-7.975, 3.377, 4.782], [-11.976, 3.924, 5.860], [-13.352, 3.304, 4.704], [-12.758, 4.884, 4.635], [-9.878, 4.574, 3.195], [-10.194, 4.667, 4.885], [-9.028, 2.217, 3.416], [-9.682, 2.300, 6.408], [-9.073, 0.948, 5.451], [-10.748, 1.456, 5.275], [-8.080, 3.934, 5.625], [-7.448, 2.577, 5.130], [-18.160, -1.265, 5.765], [-18.395, -1.735, 7.052], [-17.393, -2.558, 7.603], [-18.046, -3.450, 8.676], [-18.381, -2.705, 9.954], [-17.080, -4.485, 9.046], [-17.165, -0.844, 5.571], [-18.924, -0.561, 5.448], [-18.226, -2.096, 5.040], [-17.114, -3.288, 6.828], [-16.518, -2.016, 7.968], [-18.934, -3.932, 8.251], [-18.958, -1.804, 9.741], [-17.458, -2.361, 10.426], [-18.885, -3.348, 10.677], [-16.956, -5.166, 8.303], [-17.440, -4.995, 9.844], [-6.144, -4.472, 5.842], [-7.412, -4.591, 5.248], [-8.192, -3.440, 5.342], [-9.612, -3.609, 4.878], [-10.351, -2.264, 4.735], [-10.341, -4.536, 5.748], [-5.685, -5.449, 5.956], [-6.078, -3.903, 6.774], [-5.536, -3.872, 5.147], [-8.253, -3.089, 6.391], [-7.688, -2.577, 4.876], [-9.538, -4.043, 3.869], [-11.093, -2.468, 3.958], [-9.811, -1.338, 4.562], [-10.893, -2.105, 5.666], [-9.696, -5.310, 5.865], [-11.241, -4.852, 5.399], [-17.198, 2.157, -2.232], [-17.297, 2.636, -0.916], [-16.086, 2.588, -0.201], [-16.022, 3.805, 0.756], [-16.054, 5.231, 0.195], [-14.793, 3.680, 1.572], [-18.123, 2.301, -2.792], [-17.037, 1.072, -2.189], [-16.416, 2.585, -2.869], [-16.068, 1.728, 0.479], [-15.189, 2.622, -0.826], [-16.826, 3.726, 1.496], [-17.017, 5.478, -0.244], [-15.217, 5.389, -0.487], [-15.889, 5.849, 1.080], [-14.408, 2.740, 1.499], [-14.087, 4.249, 1.109], [-12.293, -3.248, 7.367], [-13.487, -3.869, 6.967], [-13.762, -3.866, 5.455], [-12.975, -4.843, 4.727], [-11.447, -3.663, 7.081], [-13.483, -4.909, 7.300], [-14.332, -3.342, 7.406], [-13.844, -2.856, 5.056], [-14.706, -4.416, 5.362], [-13.204, -4.644, 3.800], [-11.547, -0.599, 7.882], [-12.413, 0.256, 8.601], [-13.490, 0.745, 7.645], [-14.518, -0.244, 7.641], [-12.019, -1.445, 7.745], [-12.963, -0.275, 9.384], [-11.884, 1.108, 9.029], [-13.137, 1.129, 6.681], [-13.926, 1.697, 7.992], [-14.916, -0.227, 6.763], [-15.410, 3.038, 6.474], [-16.476, 3.695, 5.796], [-17.144, 2.896, 4.669], [-17.814, 1.769, 5.224], [-14.689, 3.659, 6.587], [-17.271, 3.948, 6.512], [-16.111, 4.687, 5.515], [-16.363, 2.425, 4.064], [-17.673, 3.561, 3.989], [-17.694, 1.723, 6.177], [-14.336, 0.586, 4.073], [-13.698, -0.710, 3.993], [-14.946, 0.719, 3.179], [-15.021, 0.631, 4.921], [-13.523, 1.308, 4.069], [-12.839, -0.630, 4.424]],
  "forces_ev_per_angstrom": [[-0.9, 0.5, -0.9], [0.4, -0.5, 0.3], [0.2, -0.4, 1.6], [-0.9, 2.6, -0.1], [1.7, -0.5, 0.3], [0.4, -2.1, 0.0], [0.0, 0.2, 0.3], [0.3, -0.6, -0.1], [-0.1, 0.1, 0.2], [0.3, -0.4, -0.9], [-0.4, 0.8, -0.4], [0.3, -0.4, 0.2], [-0.8, -0.1, 0.0], [-0.1, 0.2, 0.1], [-0.1, -0.1, -0.6], [-0.6, 0.3, -0.1], [0.1, 0.5, 0.0], [-0.6, 0.3, 1.2], [0.4, -0.4, -0.3], [-0.2, 0.2, -0.2], [-0.7, 1.2, -0.4], [-0.2, -0.4, 0.5], [0.6, 0.1, 0.2], [0.0, 0.0, 0.0], [0.1, 0.2, -0.5], [0.2, -0.2, -0.3], [0.0, -0.1, 0.2], [-0.1, -0.1, 0.1], [0.9, -0.5, 0.2], [0.0, 0.2, -0.3], [0.0, 0.0, 0.0], [0.0, 0.0, 0.1], [-0.2, -0.5, -0.4], [-0.1, -0.2, 0.2], [0.0, 1.5, -1.4], [0.3, 0.0, 0.0], [-1.0, -0.7, 0.4], [0.0, 0.7, 1.2], [-0.5, 0.1, -0.6], [0.8, -0.6, -0.2], [-0.3, -0.7, 0.2], [0.2, -0.5, 0.7], [0.1, 0.2, 0.1], [0.1, -0.3, -0.3], [0.2, -0.2, 0.2], [-0.1, 0.1, -0.1], [-0.1, 0.1, 0.0], [0.0, 0.0, 0.1], [0.0, 0.0, 0.0], [-0.5, 0.1, -0.1], [0.5, 0.2, -0.3], [0.2, -0.8, -1.3], [-0.2, 0.7, 0.8], [-1.0, -1.3, -0.4], [0.5, 0.0, 0.4], [0.1, 0.5, -0.1], [0.3, -0.2, -0.1], [0.0, 0.3, 0.5], [0.0, 0.2, 0.4], [0.0, -0.1, 0.1], [0.5, 0.2, -0.1], [0.0, 0.1, 0.1], [-0.2, 0.5, -0.1], [-0.3, -0.2, 0.1], [0.1, -0.1, -0.1], [-0.2, 0.1, -0.1], [0.0, 0.1, 0.0], [0.1, 0.0, 0.0], [0.7, 1.0, -0.9], [-0.5, -0.9, 0.4], [0.2, 1.6, 1.5], [0.2, 0.0, -1.4], [-0.8, -0.9, 0.7], [1.1, 0.3, 0.7], [-0.2, -0.1, 0.0], [-0.6, -0.3, 0.3], [0.3, -0.2, 0.0], [0.0, -0.4, 0.1], [-0.2, -0.3, -0.6], [0.0, 0.0, -0.1], [-0.1, 0.5, 0.0], [0.5, -0.3, -0.4], [-0.1, 0.1, 0.0], [-0.4, -0.3, 0.2], [0.2, 0.0, -0.6], [-0.2, -1.1, -0.4], [0.1, 0.5, -0.6], [-0.4, 1.5, 1.0], [0.4, -0.4, 0.7], [0.0, -0.8, 0.5], [0.4, 0.2, -0.4], [-0.2, 0.2, 0.4], [0.1, 0.0, -0.2], [0.3, 0.3, 0.5], [0.2, -0.4, -0.4], [-0.1, -0.2, -0.2], [-0.4, -0.1, -0.4], [0.1, 0.0, -0.2], [-0.2, 0.1, -0.2], [-0.1, 0.3, -0.2], [0.0, -0.1, 0.1], [0.1, 0.0, 0.3], [0.2, 1.0, 0.6], [0.6, -0.5, -1.3], [-1.0, -2.1, 0.9], [0.6, 1.3, -0.3], [-0.6, -0.4, -0.3], [-0.2, -0.1, 0.1], [0.1, 0.1, 0.3], [0.5, -0.1, -0.3], [-0.8, 1.1, 0.4], [0.2, -0.3, -0.1], [0.2, -0.1, 0.4], [-0.6, 0.0, -1.3], [-0.7, 1.6, 1.2], [0.2, 0.0, -1.0], [0.3, 0.0, 0.0], [0.3, 0.0, 0.2], [0.3, -0.2, -0.1], [0.3, -1.1, -0.3], [-0.1, -0.3, 0.6], [-0.2, -0.1, 0.2], [-0.4, -0.7, -0.3], [-0.4, 1.2, 0.1], [2.4, -0.7, 0.9], [-0.9, 0.2, -0.4], [0.0, 0.0, 0.0], [0.0, -0.3, 0.2], [-0.1, -0.1, -0.7], [0.2, 0.5, -0.2], [-0.9, -0.2, 0.4], [0.0, 0.2, 0.0], [0.3, -0.9, -0.4], [-0.2, 0.1, 0.0], [0.1, 0.0, -0.1], [0.3, 0.3, 0.2], [-0.5, 0.5, 0.3], [-0.1, -0.2, 0.1]]
}